Formula: C17H34OP2Pt
Source: OMol25
Level of theory: ωB97M-V/def2-TZVPD

Each line ends with the natural charge from an NBO analysis.
Atoms and positions in Å:
P 0.3210 -2.4476 -1.7470  1.1782
P -0.1135 2.8674 -1.8793  1.3132
C 0.0031 -0.9037 -3.2991  -0.6564
C 0.0292 0.5289 -3.5693  -0.6059
H -0.9585 -1.3582 -3.5863  0.2195
H 0.9513 -1.2742 -3.6744  0.2100
H 0.9894 1.0584 -3.7245  0.2032
H -0.9269 1.0068 -3.8931  0.2192
C -1.6748 3.5222 -2.4505  -1.0018
H -1.9868 4.2126 -1.6574  0.2502
H -2.4363 2.7357 -2.5675  0.2706
H -1.6033 4.0683 -3.4017  0.2399
C 1.4377 3.6930 -2.2197  -1.0006
H 1.4133 4.2076 -3.1929  0.2488
H 2.2892 2.9931 -2.2326  0.2617
H 1.5816 4.4264 -1.4145  0.2495
C -1.0330 -3.5541 -2.1658  -0.9711
H -1.1612 -4.2439 -1.3219  0.2427
H -0.7607 -4.1099 -3.0739  0.2421
H -1.9638 -2.9854 -2.3228  0.2529
C 1.9539 -2.9368 -2.2870  -0.9807
H 2.6064 -2.0481 -2.3046  0.2539
H 1.8793 -3.3953 -3.2814  0.2395
H 2.3208 -3.6577 -1.5502  0.2390
Pt -0.3480 0.4698 -1.6432  0.1300
C 0.3594 1.7739 -5.7233  -0.1912
C -0.9912 1.7712 -5.5636  -0.1849
C -1.9127 0.9527 -6.4112  -0.4486
C -1.4150 -0.4710 -6.7806  -0.4481
C -0.5775 -1.1901 -5.7891  -0.1762
C 0.7810 -1.2004 -5.7499  -0.1638
C 1.6650 -0.3269 -6.5586  -0.4412
C 1.1233 1.1012 -6.8175  -0.4495
C 0.4696 -2.1943 0.0353  -0.9685
H 0.9582 2.4743 -5.1433  0.1882
H -1.4621 2.5959 -5.0251  0.2055
H -2.1104 1.4962 -7.3538  0.2209
H -2.8816 0.8856 -5.8985  0.2106
H -2.3042 -1.1047 -6.9438  0.2178
H -0.8926 -0.4274 -7.7428  0.2029
H -1.0979 -2.0297 -5.3296  0.1910
H 1.2894 -2.0847 -5.3441  0.1920
H 1.8475 -0.8183 -7.5338  0.2179
H 2.6544 -0.2933 -6.0764  0.2057
H 1.9959 1.7474 -7.0287  0.2174
H 0.5190 1.0828 -7.7340  0.2045
H 0.9920 -1.2361 0.1112  0.2697
H 0.9866 -3.0439 0.5368  0.1996
H -0.5648 -2.0513 0.3917  0.2561
C -1.1323 1.0525 1.2908  -0.7073
C -0.6070 1.5009 0.0048  -0.1012
O -0.3442 2.8189 -0.1762  -0.7940
H -1.9444 0.3691 1.0386  0.2211
H -1.4666 1.8222 2.0038  0.1982
H -0.3392 0.4490 1.7201  0.2078

Atomic forces in eV per Å
P -0.7 2.2 1.7
P -0.4 -3.5 1.9
C -0.5 3.3 -0.8
C -0.9 -1.6 -0.2
H 0.9 0.0 0.2
H -0.3 -0.5 0.4
H -0.8 -0.6 -0.3
H 1.3 -0.7 0.5
C -0.3 1.6 -0.1
H -0.3 0.1 -0.3
H 0.6 0.0 0.2
H 0.1 0.0 0.3
C 0.1 1.4 0.2
H -0.1 -0.1 0.3
H -0.6 0.0 0.2
H 0.3 0.1 -0.3
C 0.4 -0.9 0.3
H -0.2 -0.1 -0.4
H -0.3 0.0 0.2
H 0.4 0.0 0.0
C 0.0 -0.9 0.1
H -0.3 -0.2 -0.1
H 0.3 0.1 0.2
H 0.4 0.0 -0.3
Pt 0.7 -0.5 1.3
C -1.5 1.4 -1.0
C 1.9 1.4 -2.4
C -0.4 -0.2 -0.1
C -0.7 0.6 -0.4
C 2.0 -1.6 -1.3
C -1.8 -1.4 -1.8
C 0.4 0.3 -0.1
C 0.6 -0.2 -0.4
C -0.1 -1.2 0.3
H -0.3 0.0 0.0
H 0.2 -0.5 0.3
H 0.0 -0.1 0.3
H 0.1 -0.1 -0.1
H 0.3 0.3 -0.1
H -0.1 0.0 0.2
H 0.2 0.3 0.2
H -0.3 0.5 0.3
H 0.0 0.2 0.2
H -0.2 0.2 -0.1
H -0.4 -0.3 -0.1
H 0.1 0.1 0.2
H 0.0 -0.3 0.3
H -0.3 0.6 0.1
H 0.5 -0.1 0.1
C -0.3 0.1 0.5
C -0.7 -1.8 0.3
O 0.9 3.2 -1.6
H -0.2 0.0 0.5
H 0.1 -0.1 -0.2
H 0.1 -0.2 0.7

## Properties
calculated total energy: -1545.0054 hartree
spin multiplicity: 3
F_max: 3.99 eV/Å
HOMO-LUMO gap (alpha / beta): 4.8773 / 6.0448 eV